The following is a quantum chemistry calculation of 2 unconnected molecules or ions with the total composition C6H12O, from the OMol25 dataset.

Output
Orbital gap (eV): 10.520
Charge: 0
LUMO level (eV): 0.989

Cartesian coordinates (Å):
C -2.40 0.17 -0.26
C -1.17 0.18 0.65
C 0.18 0.69 0.08
C 1.32 0.80 1.03
C 1.65 -0.66 1.18
C 1.53 -0.03 -0.15
H -2.63 1.17 -0.66
H -2.29 -0.52 -1.11
H -3.28 -0.15 0.31
H -1.07 -0.79 1.13
H -1.39 0.88 1.47
H 0.03 1.55 -0.59
H 1.86 1.68 1.35
H 0.91 -1.40 1.47
H 2.66 -0.89 1.54
H 2.31 0.02 -0.91
O 0.50 -1.28 -2.27
H 0.25 -0.77 -1.49
H 1.03 -0.65 -2.76

Löwdin population analysis, charges in e, atoms 1 to 5: C -0.11; C -0.22; C -0.21; C -0.17; C -0.07